Record 1
Entry from the Open Molecules 2025 dataset: C6H12BiN2PS as an isolated structure in a non-equilibrium geometry (wB97M-V/def2-TZVPD).

Properties
Largest force on an atom: 3.2 eV Å⁻¹
Relative energy (zero: lowest compared OMol25 entry of this formula, charge and spin): 21.0 kcal per mole
Highest occupied orbital energy (alpha / beta): -5.43 / -4.65 eV

XYZ file:
```
23
C6H12BiN2PS wB97M-V/def2-TZVPD
C -1.25122 -1.79604 -0.58696
C -0.90443 -3.10830 0.13791
C -1.34179 -3.09573 1.47278
C -2.12591 -1.97191 1.82447
C -2.14993 -1.01235 0.71661
Bi 0.15609 -0.61527 0.79572
P 1.31264 0.10366 -2.11072
H -1.32629 -1.54394 -1.75836
H -0.49603 -4.06096 -0.31993
H -1.19899 -3.99357 2.14377
H -2.82988 -0.14062 0.44481
H -2.77006 -2.02120 2.67496
H 0.61373 0.85592 -3.11132
H 1.58507 -0.95678 -3.04636
H 2.49082 0.78490 -2.53987
N 1.06703 2.87510 1.56868
C 0.93686 2.61263 0.20628
N 2.08126 2.79581 -0.46126
S -0.49525 1.84011 -0.47107
H 1.46878 3.81760 1.75137
H 0.26775 2.67888 2.15987
H 2.20049 2.43228 -1.38204
H 2.70928 3.51978 -0.10933
```


Record 2
Entry from the Open Molecules 2025 dataset: C19H22IN6O7Ru as an isolated structure in a non-equilibrium geometry (wB97M-V/def2-TZVPD).

Properties
Spin multiplicity: 6
Largest force on an atom: 4.0 eV Å⁻¹
Relative energy (zero: lowest compared OMol25 entry of this formula, charge and spin): 0.0 kcal per mole
Highest occupied orbital energy (alpha / beta): 1.49 / -2.07 eV
Total charge: -2

XYZ file:
```
56
C19H22IN6O7Ru wB97M-V/def2-TZVPD
C 1.89025 -0.30806 -4.64817
I -1.91850 0.43813 -3.88836
H 1.02780 -0.67273 -5.27778
H 2.71006 -1.11547 -4.63248
H 2.34842 0.50362 -5.21033
C -1.04822 3.66760 0.12999
C -2.27721 3.20412 -0.21522
N -2.06900 2.19126 -1.11561
C -0.76941 2.10028 -1.49905
N -0.13242 2.92661 -0.58161
H -0.79704 4.45674 0.82223
H -3.28633 3.50393 0.06701
C 1.65607 -3.54846 -0.83168
C 0.78272 -1.73395 -1.87418
N 1.75876 -2.18873 -0.99106
H 0.22353 -4.94094 -1.78205
N 0.09444 -2.86083 -2.21143
H 2.32814 -4.09916 -0.19825
Ru -0.06945 0.15698 -2.07932
C 1.50515 0.47554 -3.35156
O 2.50145 1.12049 -2.99216
C 0.63886 -3.98219 -1.59082
C -0.95979 -2.92382 -3.17973
H -1.45456 -3.89398 -3.09274
H -0.55780 -2.83402 -4.19889
H -1.64416 -2.07455 -3.02660
C 2.81944 -1.44721 -0.33932
H 3.78682 -1.90020 -0.58771
H 2.70064 -1.48567 0.75501
H 2.83118 -0.42343 -0.70543
C 1.28729 3.14788 -0.35563
H 1.48377 4.23891 -0.36454
H 1.84933 2.64315 -1.13732
H 1.57948 2.78007 0.65053
C -3.21172 1.44948 -1.62530
H -3.17226 0.39152 -1.35351
H -3.22182 1.59973 -2.72144
H -4.13088 1.93034 -1.29625
O -1.65843 -0.49006 0.19823
C -0.60736 -0.21202 0.77399
O 0.51669 0.10596 0.19098
C -0.51592 -0.14400 2.29612
C 0.70225 -0.41043 2.94346
C 0.80970 -0.31956 4.33911
C -0.30216 0.04446 5.09128
C -1.52808 0.32044 4.47649
C -1.65076 0.16961 3.07015
N -2.65775 0.80783 5.24514
O -2.48363 0.95521 6.47896
O -3.73104 1.05479 4.65404
N 2.07814 -0.64125 4.99729
O 3.05290 -1.01928 4.30841
O 2.10980 -0.53250 6.24190
H 1.61641 -0.68554 2.44045
H -0.21193 0.16176 6.17268
H -2.62191 0.34162 2.61203
```


Record 3
Entry from the Open Molecules 2025 dataset: a 2-piece molecular cluster, C6H8N2O2 overall in a non-equilibrium geometry (wB97M-V/def2-TZVPD).

Properties
Largest force on an atom: 4.6 eV Å⁻¹
Relative energy (zero: lowest compared OMol25 entry of this formula, charge and spin): 63.8 kcal per mole
Highest occupied orbital energy: -9.33 eV
SMILES string: O=c1cc[nH]c(=O)[nH]1.C=C

XYZ file:
```
18
C6H8N2O2 wB97M-V/def2-TZVPD
O -1.00398 -2.42452 0.45653
C -0.60089 -1.28556 0.82226
C -0.84460 -0.67238 2.20932
C -0.25300 0.56577 2.60355
N 0.19307 1.38166 1.64621
C 0.02594 1.07114 0.29602
O 0.33428 1.80201 -0.62664
N -0.12307 -0.23341 -0.05601
H -1.04470 -1.26698 3.08086
H -0.16243 1.02705 3.57208
H 0.43503 2.23138 1.94682
H -0.42870 -0.12527 -1.20015
C 0.66934 0.32693 -3.03561
C 1.32280 -0.73731 -3.57059
H -0.24538 0.80180 -3.36503
H 1.14036 0.83338 -2.13346
H 1.05774 -1.06165 -4.54661
H 2.19813 -1.10892 -3.07471
```


Record 4
Entry from the Open Molecules 2025 dataset: a 2-piece molecular cluster, C2H6N2O2 overall in a non-equilibrium geometry (wB97M-V/def2-TZVPD).

Properties
Largest force on an atom: 4.1 eV Å⁻¹
Relative energy (zero: lowest compared OMol25 entry of this formula, charge and spin): 19.9 kcal per mole
Highest occupied orbital energy: -10.15 eV
SMILES string: NC=O.NC=O

XYZ file:
```
12
C2H6N2O2 wB97M-V/def2-TZVPD
N -0.02516 1.25174 -1.44926
C 0.67109 2.34453 -1.35347
O 1.75743 2.42221 -1.86585
H 0.27843 0.57248 -2.15138
H -0.99588 1.25455 -1.12644
H 0.09195 3.12303 -0.80010
N -0.73882 -1.81591 0.90129
C -0.01889 -1.90074 2.05625
O 0.74246 -2.82844 2.24014
H -0.76427 -2.56660 0.20678
H -0.93773 -0.85247 0.62064
H -0.06059 -1.00437 2.72143
```


Record 5
Entry from the Open Molecules 2025 dataset: a 2-piece molecular cluster, C3H9NO2 overall (wB97M-V/def2-TZVPD).

Properties
Largest force on an atom: 1.0 eV Å⁻¹
Relative energy (zero: lowest compared OMol25 entry of this formula, charge and spin): 21.3 kcal per mole
Highest occupied orbital energy: -9.74 eV
SMILES string: CC(N)=O.CO

XYZ file:
```
15
C3H9NO2 wB97M-V/def2-TZVPD
C -1.02310 1.52962 -0.35368
C -1.29346 0.07600 -0.04279
N -2.36422 -0.44061 -0.71159
O -0.60998 -0.57202 0.72510
H -0.52883 2.00966 0.48861
H -1.97614 2.05106 -0.44389
H -0.38410 1.67124 -1.22464
H -2.55707 -1.42685 -0.70539
H -2.71313 0.11126 -1.47814
C 2.34929 -0.55504 0.86040
O 2.52748 -1.50892 -0.19995
H 3.32908 -0.25670 1.22563
H 1.80986 0.29639 0.43593
H 1.69874 -0.93482 1.64299
H 1.73559 -2.05027 -0.21858
```


Record 6
Entry from the Open Molecules 2025 dataset: a 10-piece molecular cluster, C39H58O30 overall in a non-equilibrium geometry (wB97M-V/def2-TZVPD).

Properties
Largest force on an atom: 6.1 eV Å⁻¹
Relative energy (zero: lowest compared OMol25 entry of this formula, charge and spin): 186.5 kcal per mole
Highest occupied orbital energy: -10.72 eV
SMILES string: C[C@H]1COC(=O)O1.C[C@H]1COC(=O)O1.C[C@H]1COC(=O)O1.C[C@H]1COC(=O)O1.C[C@H]1COC(=O)O1.C[C@H]1COC(=O)O1.C[C@H]1COC(=O)O1.C[C@H]1COC(=O)O1.C[C@H]1COC(=O)O1.O=C1OCCO1

XYZ file:
```
127
C39H58O30 wB97M-V/def2-TZVPD
C -4.79123 2.26057 3.93090
C -4.65585 0.97927 3.07882
C -3.30196 0.28417 3.30686
O -3.59992 -1.01996 3.76755
C -4.98826 -1.06160 4.02623
O -5.57578 -2.10534 4.27023
O -5.52145 0.11593 3.76945
H -5.57581 2.83469 3.43803
H -3.81636 2.72507 4.07911
H -5.12021 2.16177 4.96536
H -5.18278 0.98098 2.12465
H -2.76156 0.77628 4.11550
H -2.74047 0.35024 2.37494
C 0.54485 -4.87336 -3.57927
C 0.03285 -5.00479 -2.11425
C -0.79989 -3.75083 -1.78298
O -1.89402 -4.16855 -1.16450
C -2.15294 -5.47159 -1.33100
O -3.16806 -6.09669 -0.96542
O -0.97728 -6.03867 -1.90696
H 1.05638 -3.91094 -3.59353
H -0.27035 -4.70538 -4.28307
H 1.18923 -5.61785 -4.04684
H 0.92960 -5.01724 -1.49476
H -1.05106 -3.05925 -2.58717
H -0.18033 -3.18411 -1.08795
C -0.13841 -4.03703 4.93884
C -0.64715 -2.64963 4.94433
C 0.08194 -1.75806 6.05112
O 1.00759 -1.09880 5.24564
C 0.64354 -1.06988 3.97528
O 1.07069 -0.28958 3.03515
O -0.33302 -1.93526 3.71831
H 0.88365 -4.05853 4.56064
H -0.69456 -4.60231 4.19100
H -0.16102 -4.51655 5.91743
H -1.72403 -2.49281 5.00643
H 0.43817 -2.13803 7.00863
H -0.67815 -1.13317 6.52001
C 1.40052 0.88956 -3.88534
C 2.90687 1.01492 -4.31847
C 3.27272 0.17834 -5.60062
O 4.07665 1.11725 -6.20148
C 3.92119 2.41378 -5.56869
O 4.74043 3.31762 -5.79515
O 3.13143 2.38764 -4.49862
H 1.41847 -0.19726 -3.80407
H 0.62236 1.08992 -4.62184
H 1.19348 1.36792 -2.92805
H 3.50798 0.75289 -3.44777
H 2.51429 -0.00511 -6.36170
H 3.78439 -0.75493 -5.36546
C 5.24693 1.59825 1.01860
C 5.83666 0.51998 1.96734
C 5.39569 -0.92109 1.61920
O 6.61868 -1.50709 1.74902
C 7.63770 -0.69149 1.99414
O 8.76115 -1.00125 2.28600
O 7.19762 0.53568 1.97156
H 5.21353 1.19437 0.00673
H 5.82238 2.52311 1.05855
H 4.23082 1.72937 1.39067
H 5.44950 0.67110 2.97499
H 4.95895 -1.01766 0.62520
H 4.63360 -1.14530 2.36556
C -1.36883 6.22527 -1.31486
C -2.53553 6.36173 -2.30059
C -3.75935 5.30490 -2.16904
O -4.82452 6.09466 -2.38624
C -4.49441 7.35835 -2.28228
O -5.29741 8.23892 -2.31898
O -3.25394 7.54835 -2.09289
H -1.55582 6.16096 -0.24295
H -0.70988 7.08081 -1.46297
H -0.78467 5.30518 -1.29790
H -2.27492 6.44059 -3.35604
H -3.93834 4.80028 -1.21961
H -3.67047 4.54980 -2.95008
C 1.82085 3.84800 -0.57479
C 1.77296 3.66776 0.99394
C 2.94015 4.29547 1.63932
O 2.32256 5.29654 2.53820
C 0.96802 5.40971 2.23501
O 0.32987 6.30022 2.70576
O 0.67994 4.40950 1.31658
H 2.57315 3.18643 -1.00430
H 2.17641 4.82331 -0.90713
H 0.91064 3.51184 -1.07140
H 1.72791 2.64839 1.37727
H 3.56645 4.67276 0.83093
H 3.51925 3.66553 2.31453
C -6.52611 -1.18263 -3.25129
C -6.55001 -1.83746 -1.87596
C -5.78925 -3.19549 -1.74249
O -4.95002 -2.86648 -0.62663
C -4.81546 -1.60051 -0.45490
O -4.03323 -1.01391 0.30445
O -5.75717 -0.94645 -1.11475
H -6.98225 -0.20965 -3.06865
H -7.23915 -1.69981 -3.89331
H -5.65127 -1.03193 -3.88378
H -7.48731 -1.86616 -1.32032
H -5.19334 -3.55066 -2.58322
H -6.32839 -4.04713 -1.32759
C -1.17685 1.25407 -1.42314
C -0.41670 0.74388 -0.09880
C -0.73572 -0.75924 0.14112
O 0.59136 -1.30260 0.25905
C 1.53890 -0.41674 -0.12581
O 2.71471 -0.68342 -0.34736
O 0.92716 0.78918 -0.35127
H -0.73530 0.91517 -2.36031
H -1.17739 2.34364 -1.45400
H -2.24764 1.05388 -1.38527
H -0.80639 1.47441 0.61012
H -1.32510 -1.23089 -0.64519
H -1.34665 -0.78027 1.04357
O 7.14065 -5.72985 0.55536
C 5.96645 -5.29466 0.48290
O 4.86588 -6.09045 0.57588
C 3.77924 -5.29716 -0.05490
C 4.20526 -3.95539 0.37026
O 5.57190 -4.04682 0.60882
H 3.58150 -5.52867 -1.10152
H 2.84622 -5.47196 0.48084
H 3.69054 -3.71279 1.29994
H 4.13993 -3.09412 -0.29461
```